{"formula": "H22O11", "method": "ωB97M-V/def2-TZVPD", "smiles": "O.O.O.O.O.O.O.O.O.O.O", "e_above_lowest_kcal_mol": 7.8, "e_lumo_ev": 0.414, "homo_lumo_gap_ha": 0.4065, "species": ["H", "O", "O", "O", "H", "H", "H", "O", "H", "H", "O", "H", "O", "H", "H", "H", "O", "H", "H", "H", "H", "H", "O", "H", "O", "H", "O", "H", "H", "H", "H", "O", "H"], "positions_angstrom": [[2.7869, 4.9620, 9.4641], [8.6725, 5.9033, 7.4778], [5.7923, 4.4117, 10.9438], [7.0834, 7.7111, 3.8037], [6.8791, 8.0306, 2.9202], [7.4405, 6.9566, 6.7048], [5.2647, 7.0122, 4.4813], [6.5942, 7.3289, 6.3968], [8.4504, 4.7375, 9.6659], [8.3750, 5.9289, 8.4068], [4.8083, 3.8680, 5.5292], [3.6784, 5.9575, 8.6580], [7.8647, 4.6663, 5.0868], [4.2186, 6.0644, 4.9819], [5.1109, 3.8592, 6.4505], [3.6108, 7.7228, 6.6791], [8.0519, 5.4994, 10.0791], [7.0922, 4.0995, 5.0586], [7.7456, 7.0419, 3.6505], [5.9966, 5.5592, 6.8870], [7.9966, 4.9128, 6.0174], [6.7320, 7.6644, 5.4937], [3.6753, 5.1159, 9.1612], [7.2338, 5.1119, 10.4732], [4.3323, 6.9734, 4.7131], [4.0957, 3.2250, 5.5208], [4.0366, 7.3753, 7.4522], [5.1849, 4.4741, 11.6825], [4.9699, 7.3714, 7.1490], [5.1976, 4.6630, 10.2142], [9.6352, 5.9958, 7.5228], [6.2193, 4.8166, 7.5066], [6.3506, 5.3174, 8.3188]]}